The following is a quantum chemistry calculation of 12 unconnected molecules or ions with the total composition C41H76O20S2 in a non-equilibrium geometry, from the OMol25 dataset.

The geometry in XYZ format:
```
139
Properties=species:S:1:pos:R:3:lowdin_charge:R:1
C -1.7519 -0.1233 -0.1822 0.0133
C -0.4055 0.0729 0.4883 -0.2484
C 0.7985 0.0547 -0.4273 -0.0814
O 1.7166 0.9811 0.2031 0.0481
C 0.9758 1.8508 0.9100 -0.5720
O 1.3732 2.8425 1.4435 0.1286
O -0.2960 1.4541 0.9310 0.0800
H -1.7519 0.2811 -1.1909 0.0623
H -2.5761 0.2506 0.4252 0.0830
H -1.9583 -1.1964 -0.2143 0.0646
H -0.2602 -0.5923 1.3400 0.1411
H 0.6589 0.4360 -1.4442 0.1157
H 1.3248 -0.8928 -0.5318 0.1150
C -1.3701 -6.6651 -3.0284 -0.0013
C -1.1886 -5.1419 -2.9304 -0.2948
C -2.4267 -4.2829 -2.7366 -0.0677
O -2.1510 -3.5328 -1.5405 0.0365
C -0.9700 -3.8988 -1.0326 -0.5536
O -0.5514 -3.4657 0.0042 0.1286
O -0.3923 -4.8514 -1.7683 0.1044
H -1.9809 -6.8117 -3.9197 0.0926
H -1.7833 -7.0352 -2.0950 0.0903
H -0.3804 -7.0752 -3.2160 0.0854
H -0.6187 -4.8119 -3.8029 0.1492
H -3.3219 -4.8703 -2.5211 0.1291
H -2.6220 -3.7041 -3.6349 0.1109
C 2.2050 5.2623 -0.7713 -0.0241
C 2.5458 5.2157 -2.2332 -0.2706
C 4.0392 5.2747 -2.5492 -0.0919
O 4.3182 4.0966 -3.2881 0.0722
C 3.2904 3.2476 -3.1823 -0.5916
O 3.3117 2.0887 -3.4748 0.1352
O 2.2448 3.8439 -2.5948 0.0700
H 2.8422 4.5903 -0.1868 0.0783
H 1.2274 4.8440 -0.5207 0.0706
H 2.2507 6.2286 -0.2647 0.0948
H 1.9648 5.9093 -2.8401 0.1531
H 4.6549 5.3257 -1.6511 0.1244
H 4.2488 6.1613 -3.1485 0.1352
C 5.0331 1.0101 1.1984 -0.0025
C 5.7191 1.4291 -0.0491 -0.4720
O 6.7900 0.9457 -0.3722 0.0627
C 5.1576 2.5438 -0.9135 -0.0023
H 3.9649 1.0080 0.9521 0.0696
H 5.2556 1.6613 2.0420 0.0793
H 5.3034 -0.0068 1.4734 0.0948
H 5.0257 3.4590 -0.3329 0.0852
H 4.2367 2.1983 -1.3883 0.0707
H 5.9003 2.7576 -1.6785 0.0943
C -3.8272 -1.1308 -3.0621 -0.0081
C -3.1948 -1.1470 -4.4379 -0.4808
O -3.9145 -1.0608 -5.4109 0.0660
C -1.7052 -1.2588 -4.6142 -0.0348
H -3.0383 -1.1759 -2.3116 0.0473
H -4.4594 -2.0199 -3.0003 0.0938
H -4.4709 -0.2814 -2.8560 0.0640
H -1.3707 -2.2849 -4.7718 0.0832
H -1.2048 -0.9390 -3.6982 0.0559
H -1.3392 -0.6334 -5.4242 0.0813
C 1.6047 -0.2855 -4.9616 -0.0111
C 1.9413 -1.0058 -3.6693 -0.4756
O 1.1179 -1.7066 -3.1224 0.0451
C 3.3023 -0.8042 -3.0818 -0.0155
H 0.6750 0.2727 -4.8863 0.0545
H 1.4513 -1.0517 -5.7302 0.0935
H 2.3859 0.3424 -5.3831 0.0727
H 3.2958 -0.3529 -2.0902 0.0795
H 3.9725 -0.2289 -3.7109 0.0696
H 3.7351 -1.8011 -2.9450 0.0984
C -1.8422 4.1782 -1.9577 -0.0100
C -2.0721 2.8030 -2.4949 -0.4784
O -3.0317 2.1573 -2.1364 0.0604
C -1.0505 2.2006 -3.4031 -0.0057
H -2.6801 4.5279 -1.3566 0.0778
H -1.7962 4.8918 -2.7896 0.0887
H -0.9383 4.2936 -1.3603 0.0751
H -1.4626 1.3505 -3.9425 0.0634
H -0.1456 1.8165 -2.9183 0.0743
H -0.6301 2.9250 -4.1057 0.0921
C -6.7926 2.5724 0.9593 -0.0190
C -6.9214 1.3296 0.1273 -0.5004
O -7.8122 0.5296 0.2895 0.0645
C -5.9284 1.0881 -0.9864 -0.0293
H -7.3910 3.3682 0.5057 0.0943
H -5.7644 2.9135 1.0177 0.0576
H -7.3010 2.3473 1.8973 0.0885
H -5.6749 1.9621 -1.5869 0.0816
H -6.3731 0.3514 -1.6550 0.0785
H -4.9921 0.6660 -0.6132 0.0703
C -4.1932 -3.6143 0.6321 -0.0219
C -4.1985 -5.1261 0.5758 -0.4849
O -4.5752 -5.7015 -0.4155 0.0620
C -3.5764 -5.8097 1.7915 -0.0096
H -4.7582 -3.3590 1.5350 0.0946
H -4.6571 -3.1766 -0.2487 0.0816
H -3.1807 -3.2166 0.6809 0.0612
H -2.9057 -5.1390 2.3208 0.0697
H -3.0617 -6.7121 1.4657 0.0821
H -4.3841 -6.1182 2.4589 0.0888
C -1.6631 3.4661 3.3742 -0.0129
C -2.7179 3.1003 2.3452 -0.4982
O -2.7082 3.6632 1.2703 0.0589
C -3.7122 2.0411 2.7069 -0.0191
H -0.7863 2.8228 3.3210 0.0709
H -2.1139 3.4507 4.3691 0.0806
H -1.3525 4.4823 3.1373 0.0850
H -4.5076 2.4974 3.2979 0.0953
H -3.1810 1.2191 3.1836 0.0921
H -4.1768 1.7305 1.7714 0.0536
C 0.9028 -4.5614 3.7935 -0.2203
C 2.4329 -4.6598 3.9374 -0.1893
C 3.0645 -3.2884 3.5771 -0.2018
S 1.7811 -2.2609 2.8271 0.6855
O 2.2640 -1.8029 1.5405 -0.3152
O 1.2411 -1.3217 3.7809 -0.3282
C 0.6093 -3.6326 2.6363 -0.2445
H 0.4839 -4.1624 4.7191 0.1163
H 0.4591 -5.5350 3.5874 0.1129
H 2.7989 -5.4008 3.2275 0.1098
H 2.7324 -4.9640 4.9372 0.1101
H 3.7331 -3.4445 2.7309 0.1007
H 3.6012 -2.7421 4.3435 0.0794
H 0.9219 -4.0689 1.6808 0.0938
H -0.4189 -3.3210 2.4642 0.0951
C 3.0125 2.3859 3.9322 -0.2504
C 4.3233 2.9047 4.4772 -0.2008
C 5.0128 1.7940 5.3578 -0.1931
S 3.8154 0.4072 5.4108 0.6942
O 3.6954 -0.0785 6.7547 -0.3244
O 4.1424 -0.5248 4.3358 -0.3402
C 2.3837 1.4260 4.9158 -0.1972
H 3.1714 1.7981 3.0259 0.0849
H 2.3845 3.2260 3.6355 0.1101
H 4.1424 3.6576 5.2476 0.1077
H 5.0163 3.3162 3.7480 0.1033
H 5.0532 2.1317 6.3920 0.0882
H 6.0179 1.4995 5.0707 0.0992
H 2.0036 1.8339 5.8527 0.1100
H 1.6508 0.8023 4.4107 0.0766
```

Summary:
E_LUMO: 0.42 eV
HOMO-LUMO gap: 9.647 eV
HOMO energy: -0.3390 Ha

=====

The following is a quantum chemistry calculation of a molecular structure, H4NPSi in a non-equilibrium geometry, from the OMol25 dataset.

The geometry in XYZ format:
```
7
Properties=species:S:1:pos:R:3:nbo_charge:R:1
N 0.6100 1.3216 0.4292 -1.1459
Si 0.2431 -0.6566 -0.9066 0.9821
P -0.1993 1.7231 1.6735 0.8207
H -0.8626 -1.0207 0.0372 -0.1677
H -0.0576 -1.0946 -2.2122 -0.1821
H 1.6879 -1.1640 -0.6478 -0.1485
H -1.4216 0.8911 1.6266 -0.1586
```

Summary:
E_LUMO (alpha / beta): -0.79 / -0.79 eV
HOMO-LUMO gap (alpha / beta): 7.597 / 7.598 eV
relative energy (zero: lowest compared OMol25 entry of this formula, charge and spin): 59.02 kcal/mol
HOMO energy (alpha / beta): -0.3083 / -0.3083 Ha

=====

The following is a quantum chemistry calculation of C4H8N2 in the gas phase, from the OMol25 dataset.

The geometry in XYZ format:
```
14
Properties=species:S:1:pos:R:3:nbo_charge:R:1
C 0.1836 -0.4512 1.3608 -0.4260
N 0.3856 -0.2366 -0.0672 -0.3541
C 1.4892 0.6158 -0.4789 -0.4032
C -0.6228 -0.5199 -0.8931 0.0065
C -2.0181 -0.2162 -0.4657 -0.0817
N -2.8837 -0.2808 0.3642 -0.4197
H 1.0461 -0.0651 1.9074 0.2069
H 0.0773 -1.5190 1.5669 0.2181
H -0.7351 0.0480 1.6976 0.2349
H 1.3142 1.6458 -0.1377 0.2021
H 1.5582 0.6210 -1.5691 0.2131
H 2.4341 0.2581 -0.0607 0.2075
H -0.4180 -0.5499 -1.9592 0.2104
H -1.8105 0.6499 -1.2653 0.1852
```

Summary:
E_LUMO (alpha / beta): 0.32 / 0.32 eV
HOMO-LUMO gap (alpha / beta): 7.723 / 7.719 eV
relative energy (zero: lowest compared OMol25 entry of this formula, charge and spin): 92.24 kcal/mol
HOMO energy (alpha / beta): -0.2722 / -0.2721 Ha

=====

The following is a quantum chemistry calculation of a molecular structure, C22H14Cl2CrN6O2STe in a non-equilibrium geometry, from the OMol25 dataset.

The geometry in XYZ format:
```
49
Properties=species:S:1:pos:R:3:lowdin_spin:R:1
Cr -1.0677 0.4902 -0.5657 3.0141
Cl 2.3698 -4.8638 -3.2010 0.0000
C 1.9788 -3.2658 -2.6029 0.0005
C 0.7183 -3.0586 -2.0500 -0.0004
C 0.3709 -1.8037 -1.5702 0.0009
N -0.8495 -1.4535 -0.9776 -0.0083
C -1.8488 -2.2873 -0.7219 0.0081
O -1.9379 -3.5036 -0.9059 0.0123
C -3.0043 -1.5494 -0.0567 0.0012
C -4.1347 -2.2394 0.3399 -0.0001
C -5.1324 -1.5663 1.0192 0.0019
C -4.9481 -0.2240 1.2916 0.0016
C -3.7942 0.3905 0.8414 0.0055
N -2.8485 -0.2480 0.1635 0.0038
C 1.3035 -0.7353 -1.6491 0.0015
C 2.5571 -0.9634 -2.2006 0.0008
C 2.8883 -2.2285 -2.6746 0.0012
Cl 4.4849 -2.4696 -3.3478 0.0000
N 0.8447 0.4680 -1.1158 -0.0082
C 1.5521 1.5959 -1.0484 0.0090
O 2.6968 1.8358 -1.4244 0.0129
C 0.7434 2.6891 -0.3664 0.0027
C 1.3242 3.9169 -0.1024 0.0006
C 0.5966 4.8711 0.5773 0.0028
C -0.6899 4.5543 0.9780 0.0024
C -1.1962 3.3110 0.6541 0.0057
N -0.5079 2.3976 -0.0201 0.0041
H 0.0073 -3.8672 -1.9885 0.0000
H -4.1777 -3.2946 0.1054 -0.0001
H -6.0342 -2.0767 1.3361 -0.0001
H -5.6799 0.3525 1.8411 0.0001
H -3.6267 1.4431 1.0154 0.0013
H 3.2687 -0.1544 -2.2459 0.0000
H 2.3418 4.0649 -0.4367 0.0001
H 1.0228 5.8427 0.7999 0.0000
H -1.3024 5.2510 1.5353 0.0001
H -2.2031 3.0401 0.9331 0.0011
S -0.6297 0.2747 2.3414 0.0106
C 1.0751 0.0101 2.1093 0.0585
N 1.4325 -1.2636 1.6848 0.1784
C 2.7630 -1.6510 1.5305 0.2645
C 3.7221 -0.7051 1.7560 0.0387
C 3.3259 0.5728 2.1400 0.3008
N 1.9879 0.9120 2.3385 0.0993
H 0.6763 -1.8872 1.4582 0.0044
H 2.9484 -2.6645 1.2092 0.0204
H 4.7693 -0.9498 1.6279 -0.0064
H 4.0470 1.3681 2.2749 0.0233
Te -2.2034 1.3216 -2.6297 -0.0718
```

Summary:
spin multiplicity: 5
E_LUMO (alpha / beta): 4.45 / 4.45 eV
HOMO-LUMO gap (alpha / beta): 4.492 / 5.036 eV
relative energy (zero: lowest compared OMol25 entry of this formula, charge and spin): 0.00 kcal/mol
charge: -2
HOMO energy (alpha / beta): -0.0014 / -0.0215 Ha

=====

The following is a quantum chemistry calculation of a molecular structure, C3H7N3 in a non-equilibrium geometry, from the OMol25 dataset.

The geometry in XYZ format:
```
13
Properties=species:S:1:pos:R:3:nbo_charge:R:1
C 1.0114 -0.8096 1.0520 0.2449
C -0.5385 -0.9261 -1.1653 -0.6036
C 0.1563 0.1192 0.3809 0.2175
N 1.7380 -1.5288 1.5662 -0.2951
N 0.8795 1.2335 -0.1500 -0.8282
N -1.0141 0.4552 1.1121 -0.8234
H 0.1391 -1.7568 -1.2816 0.2055
H -1.5215 -1.2239 -0.8488 0.2094
H -0.5256 -0.2415 -1.9968 0.1882
H 0.2942 1.8050 -0.7485 0.3654
H 1.7126 0.9557 -0.6539 0.3765
H -1.5164 1.2101 0.6606 0.3666
H -0.8152 0.7082 2.0732 0.3764
```

Summary:
E_LUMO: 0.82 eV
HOMO-LUMO gap: 9.859 eV
relative energy (zero: lowest compared OMol25 entry of this formula, charge and spin): 36.41 kcal/mol
HOMO energy: -0.3320 Ha

=====

The following is a quantum chemistry calculation of C2H6O2 in the gas phase in a non-equilibrium geometry, from the OMol25 dataset.

The geometry in XYZ format:
```
10
Properties=species:S:1:pos:R:3:nbo_charge:R:1
C -0.6303 0.6408 -0.1761 -0.1168
C 0.8102 0.6142 0.1515 -0.1135
H -1.6441 -0.2672 0.8414 0.4989
H -0.8919 1.0810 -1.2284 0.1851
H -1.3787 1.3443 0.4375 0.1567
H 0.9324 0.8953 1.2928 0.1423
H 1.5118 1.3431 -0.4417 0.1954
H 0.2777 -1.0830 0.0533 0.4765
O -1.2063 -0.6431 0.0041 -0.7066
O 1.2204 -0.7124 -0.1049 -0.7180
```

Summary:
E_LUMO: 0.57 eV
HOMO-LUMO gap: 10.373 eV
relative energy (zero: lowest compared OMol25 entry of this formula, charge and spin): 50.39 kcal/mol
HOMO energy: -0.3604 Ha

=====

The following is a quantum chemistry calculation of 8 unconnected molecules or ions with the total composition C30H49NO21 in a non-equilibrium geometry, from the OMol25 dataset.

The geometry in XYZ format:
```
101
Properties=species:S:1:pos:R:3:lowdin_charge:R:1
C 15.7000 -1.3370 6.4110 -0.0036
C 16.4850 -2.5830 6.8750 -0.2674
C 17.0230 -3.5870 5.9130 -0.1340
O 18.3280 -3.7760 6.3650 0.0318
C 18.6470 -2.7810 7.2710 -0.5893
O 19.7470 -2.6740 7.7550 0.1324
O 17.6450 -1.9980 7.5520 0.1161
H 14.8920 -1.5230 5.6980 0.0889
H 16.3990 -0.6160 5.9480 0.0799
H 15.2330 -0.8220 7.2740 0.0903
H 15.8510 -3.0910 7.5820 0.1290
H 17.0410 -3.2470 4.8980 0.1213
H 16.4430 -4.5370 5.8880 0.1212
C 20.1460 -9.0770 2.3500 -0.0216
C 18.8160 -8.4710 2.0220 -0.2696
C 17.5630 -9.1730 2.6020 -0.0651
O 16.9830 -8.1750 3.4030 0.0837
C 17.6920 -7.0830 3.3740 -0.5865
O 17.3300 -6.1090 4.0350 0.1089
O 18.7430 -7.1730 2.6020 0.1171
H 20.6810 -9.5710 1.5310 0.0874
H 20.1270 -9.7630 3.2400 0.0978
H 20.8700 -8.3290 2.6580 0.0862
H 18.7730 -8.2910 0.9480 0.1549
H 17.8220 -10.0380 3.2990 0.1456
H 16.8590 -9.6430 1.9700 0.1056
C 13.0200 -10.0540 12.2830 0.0002
C 13.9500 -9.2760 11.3120 -0.2620
C 15.3250 -9.0310 11.9730 -0.0744
O 16.1890 -9.6690 11.0590 0.0844
C 15.5690 -10.2960 10.1230 -0.5978
O 16.1870 -10.9740 9.2840 0.0962
O 14.2890 -10.1280 10.2490 0.0892
H 12.0270 -10.2860 11.9860 0.0709
H 12.8960 -9.4590 13.2020 0.0955
H 13.4690 -10.9880 12.4770 0.0752
H 13.4850 -8.3890 10.8230 0.1661
H 15.3790 -9.4410 12.9470 0.1218
H 15.4780 -7.9810 12.1070 0.1096
C 14.0430 -6.2600 4.8210 0.0111
C 14.2790 -7.5530 5.5710 -0.3215
C 15.2610 -7.4070 6.7330 -0.0908
O 14.7000 -8.3680 7.5650 0.0679
C 13.4270 -8.5440 7.3600 -0.5135
O 12.6530 -9.1350 8.1520 0.0998
O 13.0940 -7.9260 6.1980 0.0994
H 14.9770 -5.7610 4.5940 0.0610
H 13.3880 -5.6440 5.3880 0.0876
H 13.5920 -6.4850 3.8930 0.0707
H 14.6400 -8.4080 4.9700 0.1482
H 15.2590 -6.4830 7.2720 0.1147
H 16.3080 -7.5820 6.4810 0.1169
C 20.8720 -2.4820 3.9850 0.0009
C 20.0480 -1.2880 4.5410 -0.2366
C 20.2930 0.0600 3.7690 -0.0806
O 19.0270 0.4620 3.3150 0.1101
C 18.1440 -0.4580 3.6360 -0.6124
O 16.9750 -0.4410 3.2330 0.1087
O 18.6400 -1.3580 4.3920 0.0975
H 20.9110 -2.5630 2.9040 0.0785
H 20.3980 -3.4080 4.1920 0.0518
H 21.9490 -2.5000 4.2710 0.1056
H 20.2250 -1.1910 5.6260 0.1470
H 20.9660 -0.0260 2.9770 0.1043
H 20.8220 0.7550 4.4720 0.1473
C 13.8250 -10.1160 2.3900 -0.0198
O 14.5650 -10.7760 3.4040 0.0009
C 13.9990 -11.1950 4.5100 -0.4336
O 12.6510 -10.9060 4.8520 -0.0550
O 14.8670 -11.7360 5.3530 -0.0197
C 14.4680 -12.1840 6.6760 0.0006
H 13.0680 -9.4880 2.7780 0.0893
H 13.3750 -10.7730 1.6890 0.0923
H 14.5060 -9.5980 1.7760 0.0712
H 13.5360 -12.7000 6.6020 0.0846
H 14.2100 -11.3380 7.3200 0.0815
H 15.2440 -12.8240 7.1450 0.1109
C 17.6170 -10.3320 6.2160 -0.0034
O 18.7150 -9.6130 5.6240 0.0001
C 19.0920 -8.4470 6.1240 -0.4734
O 18.5470 -7.9490 7.2960 -0.0515
O 19.9660 -7.7930 5.4500 0.0235
C 20.2540 -6.4390 5.8800 -0.0068
H 16.6500 -9.8180 6.1120 0.0917
H 17.7350 -10.4780 7.2720 0.0833
H 17.5870 -11.2920 5.7820 0.0847
H 19.5400 -5.6980 5.3680 0.0978
H 21.2800 -6.0840 5.6560 0.1007
H 20.1400 -6.2920 6.9820 0.1032
C 17.0120 -5.3770 9.2780 -0.0863
C 16.8950 -6.7040 10.0390 -0.2397
C 18.2130 -7.2770 10.5840 -0.1630
C 18.9710 -6.2840 11.3730 -0.2328
N 19.5480 -5.4690 11.9190 0.1423
H 17.7510 -5.5460 8.4650 0.0828
H 17.3650 -4.5370 9.8580 0.0778
H 16.0290 -5.1310 8.8870 0.0582
H 16.3290 -7.4790 9.5440 0.0897
H 16.2860 -6.4620 10.9250 0.1009
H 18.8690 -7.6990 9.8000 0.1172
H 17.9760 -8.0430 11.3010 0.0904
```

Summary:
E_LUMO: 0.28 eV
HOMO-LUMO gap: 10.386 eV
relative energy (zero: lowest compared OMol25 entry of this formula, charge and spin): 0.00 kcal/mol
HOMO energy: -0.3716 Ha

=====

The following is a quantum chemistry calculation of C4H4OS in the gas phase in a non-equilibrium geometry, from the OMol25 dataset.

The geometry in XYZ format:
```
10
Properties=species:S:1:pos:R:3:nbo_charge:R:1
C -0.7884 -0.0109 -0.0857 0.1626
C 0.0040 1.1431 -0.0744 -0.3627
C 1.2870 0.5894 -0.0596 -0.2891
C 1.1198 -0.8227 -0.0300 0.0206
H -2.6083 -1.2767 0.3558 0.1416
H -0.4732 2.1203 0.0900 0.2471
H 2.3352 1.0905 -0.0932 0.2422
H 1.8690 -1.6994 0.1216 0.2190
O -0.1975 -1.1484 -0.1497 -0.3999
S -2.5477 0.0148 -0.0749 0.0187
```

Summary:
E_LUMO: 0.84 eV
HOMO-LUMO gap: 8.773 eV
relative energy (zero: lowest compared OMol25 entry of this formula, charge and spin): 31.77 kcal/mol
HOMO energy: -0.2917 Ha

=====

no.,DFT total energy (Eh),molecular weight (g/mol)
1,-3909.0237,953.17
2,-687.8543,77.10
3,-266.5750,84.12
4,-3957.0215,676.96
5,-282.7162,85.11
6,-230.2003,62.07
7,-2807.2634,759.71
8,-628.1844,100.14